Density functional theory data (ωB97M-V/def2-TZVPD) for C5H10N2O as an isolated structure.

```
18
Properties=species:S:1:pos:R:3:nbo_charge:R:1
C 0.719 1.717 0.386 -0.4282
C -1.698 -0.987 0.677 -0.6178
C 1.384 -0.659 0.029 0.4936
C -0.620 -0.487 -0.265 0.2881
N -1.184 0.193 -1.370 -0.8276
C 0.499 -1.444 -0.606 -0.4296
O 2.718 -0.678 0.194 -0.6559
N 0.498 0.300 0.533 -0.4796
H 2.972 0.041 0.784 0.4853
H -1.746 0.989 -1.094 0.3574
H -0.487 0.470 -2.050 0.3714
H 0.506 -2.426 -1.022 0.2202
H 0.990 2.022 -0.636 0.1703
H 1.515 2.036 1.062 0.1994
H -0.190 2.250 0.670 0.2088
H -2.306 -1.724 0.159 0.2189
H -2.333 -0.166 1.002 0.2018
H -1.237 -1.447 1.546 0.2234
```

Output
M = 114.1 g mol⁻¹
DFT total energy = -381.21377 hartree
energy relative to the best compared isomer or geometry (same formula, charge and spin) = 45.0 kcal per mole
Kohn-Sham gap = 8.52 eV
LUMO energy = 0.0252 Eh